# C5H10O2

C5H10O2 in the gas phase (wB97M-V/def2-TZVPD, the OMol25 dataset).

The geometry in XYZ format:
```
17
Properties=species:S:1:pos:R:3:mulliken_charge:R:1
C -1.585 -1.278 0.721 -0.693
O -0.678 -0.412 1.382 -0.486
C -0.484 0.873 0.755 -0.610
C 0.086 0.771 -0.651 -0.092
C 1.530 1.120 -0.950 -0.815
C 1.131 -0.311 -0.871 0.052
O 1.541 -1.068 0.218 -0.598
H -2.611 -1.090 1.056 0.279
H -1.316 -2.308 0.974 0.256
H -1.528 -1.176 -0.369 0.332
H -1.442 1.412 0.763 0.362
H 0.210 1.383 1.428 0.275
H -0.621 0.955 -1.459 0.360
H 1.757 1.539 -1.926 0.268
H 2.138 1.500 -0.135 0.252
H 1.067 -0.871 -1.804 0.343
H 0.806 -1.038 0.870 0.517
```

Properties
**Net charge**: 0
**SMILES string**: COC[C@H]1C[C@H]1O
**Energy relative to the best compared isomer or geometry (same formula, charge and spin)**: 2.672 eV
**Total energy**: -346.92723 hartree